Record 1
Formula: C50H50F9N2O5SeSn
Source: OMol25
Level of theory: ωB97M-V/def2-TZVPD

**ΔE to the lowest compared entry with this formula, charge and spin**: 1.139 eV
**E**: -5935.40942 Ha
**Max |F|**: 2.059 eV Å⁻¹
**Orbital gap**: 5.55 eV
**Total charge**: +1

Each line ends with the Mulliken charge.
Cartesian coordinates (Å):
Sn1 0.2716 0.4667 0.2798  1.64
C1 0.9712 4.3000 -4.9850  -1.60
C2 0.8083 4.3456 -3.4894  1.13
C3 0.8282 5.7739 -2.9659  -1.76
O1 -0.4110 3.7190 -3.1111  -0.10
C4 -0.2422 2.9298 -1.9443  -0.23
C5 1.3212 3.1025 -1.6553  1.18
O2 1.8174 3.5550 -2.9032  -0.19
C6 2.2837 2.0195 -1.0593  0.25
O3 1.7477 0.7289 -0.9816  -0.54
C7 3.6452 1.9383 -1.8563  1.00
C8 4.3993 3.0662 -2.1725  0.03
C9 5.5832 2.9418 -2.8813  -1.22
C10 6.0623 1.6870 -3.2439  -0.76
C11 5.3264 0.5620 -2.9195  -0.98
C12 4.1250 0.6885 -2.2243  -0.35
C13 2.8808 2.4310 0.3191  0.41
C14 3.3151 1.3951 1.1582  -0.31
C15 3.8432 1.6663 2.4191  -0.91
C16 3.9786 2.9755 2.8445  -0.80
C17 3.5765 4.0090 2.0057  -0.94
C18 3.0462 3.7452 0.7502  -0.12
C19 -1.1140 1.6127 -2.1837  2.55
O4 -0.7968 0.5021 -1.3452  -0.06
C20 -2.6005 1.9930 -1.9813  -0.13
C21 -3.2028 3.0636 -2.6430  -0.11
C22 -4.5337 3.3849 -2.4050  -0.77
C23 -5.2993 2.6303 -1.5249  -0.93
C24 -4.7188 1.5545 -0.8794  -0.99
C25 -3.3803 1.2429 -1.1080  -0.49
C26 -0.8646 1.1242 -3.6181  -0.28
C27 0.4563 0.9462 -4.0414  0.06
C28 0.7328 0.4599 -5.3082  -0.57
C29 -0.3056 0.1178 -6.1692  -0.97
C30 -1.6177 0.2707 -5.7486  -1.00
C31 -1.8972 0.7584 -4.4731  -0.70
H1 0.1379 4.8135 -5.4684  0.35
H2 1.0073 3.2649 -5.3224  0.29
H3 1.9078 4.7945 -5.2515  0.42
H4 0.0666 6.3553 -3.4870  0.43
H5 1.8081 6.2215 -3.1411  0.37
H6 0.5994 5.8038 -1.8977  0.31
H7 -0.7409 3.4074 -1.0983  -0.26
H8 1.3334 3.9370 -0.9532  -0.03
H9 4.0625 4.0522 -1.8817  0.38
H10 6.1479 3.8330 -3.1322  0.46
H11 7.0057 1.5957 -3.7714  0.43
H12 5.6822 -0.4230 -3.2058  0.47
H13 3.5463 -0.1912 -1.9779  0.22
H14 3.2589 0.3702 0.8094  0.58
H15 4.1690 0.8456 3.0491  0.49
H16 4.4061 3.1960 3.8161  0.43
H17 3.6701 5.0402 2.3264  0.48
H18 2.7484 4.5875 0.1349  0.47
H19 -2.6292 3.6609 -3.3374  0.48
H20 -4.9754 4.2333 -2.9164  0.45
H21 -6.3410 2.8762 -1.3539  0.41
H22 -5.3006 0.9578 -0.1844  0.49
H23 -2.9323 0.4146 -0.5806  0.59
H24 1.2754 1.2138 -3.3848  -0.49
H25 1.7659 0.3584 -5.6285  0.54
H26 -0.0934 -0.2658 -7.1603  0.46
H27 -2.4361 0.0170 -6.4136  0.45
H28 -2.9293 0.8826 -4.1630  0.55
F1 -2.0670 1.5757 3.8852  -0.23
C32 -1.2806 1.3397 2.8588  -0.20
F2 -0.3022 0.4890 3.2451  -0.21
F3 -1.9967 0.6536 1.9195  -0.09
C33 -0.6559 2.6207 2.2174  1.15
O5 0.1289 2.2835 1.1127  0.58
C34 0.2400 3.3402 3.2891  0.35
F4 1.2631 2.5509 3.6247  -0.19
F5 -0.4352 3.6402 4.3996  -0.24
F6 0.7321 4.4695 2.7802  -0.24
C35 -1.7929 3.6117 1.7774  0.06
F7 -2.4607 4.1183 2.8108  -0.28
F8 -2.6601 2.9905 0.9844  -0.10
F9 -1.2589 4.6172 1.0787  -0.23
C36 0.7360 -5.8386 -2.2738  -0.84
C37 2.0824 -5.1890 -2.6201  -0.63
C38 2.3180 -3.8253 -1.9584  -0.73
C39 1.6425 -2.6345 -2.6343  -0.46
N1 0.1634 -2.6774 -2.6313  1.79
C40 -0.6359 -2.4036 -1.5942  -1.00
Se1 -0.0332 -2.1341 0.1675  -0.46
N2 -1.9183 -2.4920 -1.9786  1.15
C41 -3.1237 -2.3578 -1.1365  -1.09
C42 -3.8751 -3.6843 -0.9770  -0.92
C43 -3.0428 -4.8468 -0.4357  0.20
C44 -2.7072 -4.7229 1.0528  -1.18
C45 -1.9459 -2.8518 -3.3182  0.63
C46 -3.0097 -3.1000 -4.1886  -0.56
C47 -2.6874 -3.5416 -5.4500  -1.11
C48 -1.3470 -3.7204 -5.8494  -0.84
C49 -0.3011 -3.4305 -5.0071  -1.03
C50 -0.6286 -2.9857 -3.7262  0.38
H29 0.7100 -6.8709 -2.6269  0.45
H30 -0.1105 -5.3215 -2.7337  0.02
H31 0.5860 -5.8521 -1.1880  0.27
H32 2.1847 -5.0959 -3.7075  0.27
H33 2.8741 -5.8604 -2.2840  0.44
H34 3.3882 -3.6026 -1.9679  0.63
H35 2.0022 -3.8772 -0.9143  0.10
H36 1.9488 -2.5741 -3.6756  0.87
H37 1.9302 -1.7095 -2.1391  -0.78
H38 -3.7679 -1.6144 -1.6028  0.30
H39 -2.8064 -1.9779 -0.1709  0.32
H40 -4.2920 -3.9741 -1.9423  0.36
H41 -4.7143 -3.4967 -0.3018  0.63
H42 -2.1198 -4.9468 -1.0202  -0.30
H43 -3.6122 -5.7648 -0.5904  0.47
H44 -2.0140 -3.9042 1.2496  0.10
H45 -2.2378 -5.6408 1.4141  0.40
H46 -3.6124 -4.5538 1.6434  0.36
H47 -4.0399 -2.9603 -3.8860  0.55
H48 -3.4824 -3.7631 -6.1525  0.46
H49 -1.1371 -4.0901 -6.8462  0.48
H50 0.7282 -3.5597 -5.3217  0.49

=====

Record 2
Formula: C50H51BrF8N2OP2
Source: OMol25
Level of theory: ωB97M-V/def2-TZVPD

**E**: -6176.20083 Ha
**Max |F|**: 0.987 eV Å⁻¹
**SMILES string**: NC[PH2](CN)P(O)Br.Fc1ccccc1.Fc1ccccc1.Fc1ccccc1.Fc1ccccc1.Fc1ccccc1.Fc1ccccc1.Fc1ccccc1.Fc1ccccc1
**Orbital gap**: 7.68 eV

Each line ends with the Mulliken charge.
Cartesian coordinates (Å):
N1 -1.5778 9.1018 -1.9378  -0.55
C1 -2.3619 8.3565 -0.9546  -0.88
P1 -3.0779 6.7596 -1.5982  0.60
C2 -4.6805 7.5283 -2.3584  -0.84
N2 -5.9024 6.8263 -2.0031  -0.51
P2 -1.3110 5.5574 -0.7305  -0.09
O1 -0.3808 5.2215 -2.0700  -0.39
Br1 -2.3461 3.5836 -0.4803  -0.09
H1 -0.6008 8.8539 -1.9127  0.23
H2 -1.9252 9.0221 -2.8818  0.27
H3 -3.1884 8.9741 -0.5979  0.40
H4 -1.7241 8.1576 -0.0919  0.58
H5 -3.9139 5.9983 -0.7016  -0.11
H6 -2.6612 6.3494 -2.9163  0.01
H7 -4.7843 8.5880 -2.1028  0.38
H8 -4.5824 7.4717 -3.4474  0.37
H9 -5.9563 6.5927 -1.0206  0.23
H10 -6.0382 6.0022 -2.5704  0.21
H11 0.2426 5.9358 -2.2186  0.27
F1 2.1759 1.3558 -0.5247  -0.31
C3 2.0498 1.4627 -1.8645  0.33
C4 2.7303 0.5708 -2.6682  -0.40
C5 2.5943 0.6791 -4.0446  -0.42
C6 1.7922 1.6710 -4.5920  -0.58
C7 1.1212 2.5566 -3.7588  -0.37
C8 1.2419 2.4553 -2.3807  -0.37
H12 3.3572 -0.1865 -2.2186  0.53
H13 3.1178 -0.0152 -4.6885  0.39
H14 1.6906 1.7531 -5.6660  0.37
H15 0.4959 3.3343 -4.1775  0.38
H16 0.7214 3.1346 -1.7239  0.42
F2 5.9709 -2.2800 -3.0109  -0.33
C9 5.8332 -2.7992 -1.7714  0.46
C10 6.9412 -3.3264 -1.1408  -0.66
C11 6.7871 -3.8556 0.1331  -0.15
C12 5.5441 -3.8524 0.7514  -0.83
C13 4.4464 -3.3163 0.0930  -0.02
C14 4.5873 -2.7824 -1.1791  -0.63
H17 7.8996 -3.3212 -1.6420  0.44
H18 7.6443 -4.2706 0.6475  0.44
H19 5.4330 -4.2682 1.7439  0.44
H20 3.4766 -3.3123 0.5671  0.35
H21 3.7443 -2.3606 -1.7093  0.50
F3 -6.9941 5.0528 -4.5961  -0.34
C15 -8.3177 5.2836 -4.7660  0.67
C16 -8.8019 5.4746 -6.0432  -0.58
C17 -10.1628 5.6897 -6.2053  -0.31
C18 -11.0073 5.7104 -5.1033  -0.67
C19 -10.4909 5.5156 -3.8303  -0.33
C20 -9.1319 5.3021 -3.6545  -0.45
H22 -8.1248 5.4519 -6.8862  0.42
H23 -10.5644 5.8368 -7.1989  0.37
H24 -12.0677 5.8748 -5.2377  0.38
H25 -11.1450 5.5263 -2.9695  0.38
H26 -8.7057 5.1462 -2.6721  0.46
F4 2.3321 -5.5609 0.5883  -0.29
C21 1.0075 -5.3166 0.5148  0.48
C22 0.2290 -6.1058 -0.3070  -0.55
C23 -1.1310 -5.8434 -0.3821  -0.24
C24 -1.6877 -4.8052 0.3524  -0.56
C25 -0.8809 -4.0261 1.1694  -0.36
C26 0.4802 -4.2800 1.2584  -0.45
H27 0.6861 -6.9048 -0.8747  0.41
H28 -1.7576 -6.4533 -1.0189  0.36
H29 -2.7483 -4.6035 0.2869  0.38
H30 -1.3101 -3.2139 1.7407  0.39
H31 1.1260 -3.6883 1.8934  0.44
F5 -11.1203 2.5069 -2.4963  -0.28
C27 -10.2658 1.4617 -2.4734  0.36
C28 -10.6995 0.2602 -1.9511  -0.51
C29 -9.8167 -0.8096 -1.9289  -0.39
C30 -8.5255 -0.6654 -2.4176  -0.62
C31 -8.1149 0.5549 -2.9351  -0.41
C32 -8.9894 1.6321 -2.9701  -0.12
H32 -11.7077 0.1724 -1.5694  0.44
H33 -10.1394 -1.7591 -1.5235  0.37
H34 -7.8400 -1.5016 -2.3915  0.41
H35 -7.1080 0.6730 -3.3130  0.41
H36 -8.6918 2.5905 -3.3735  0.35
F6 7.8183 -4.5238 4.0631  -0.33
C33 9.0832 -4.1035 3.8413  0.33
C34 9.2806 -2.9402 3.1264  -0.39
C35 10.5818 -2.5163 2.8976  -0.38
C36 11.6532 -3.2547 3.3815  -0.60
C37 11.4278 -4.4219 4.1008  -0.24
C38 10.1307 -4.8542 4.3340  -0.52
H37 8.4287 -2.3856 2.7554  0.50
H38 10.7559 -1.6061 2.3395  0.37
H39 12.6657 -2.9198 3.1996  0.39
H40 12.2594 -4.9991 4.4721  0.45
H41 9.9291 -5.7619 4.8865  0.43
F7 -8.5736 -0.0110 1.7586  -0.34
C39 -7.3207 0.4381 1.5380  0.36
C40 -7.1437 1.5873 0.7935  -0.46
C41 -5.8507 2.0467 0.5830  -0.03
C42 -4.7667 1.3563 1.1075  -0.39
C43 -4.9746 0.1992 1.8449  -0.44
C44 -6.2611 -0.2686 2.0688  -0.57
H42 -8.0048 2.1043 0.3909  0.47
H43 -5.6882 2.9494 0.0081  0.38
H44 -3.7608 1.7220 0.9489  0.10
H45 -4.1311 -0.3409 2.2542  0.41
H46 -6.4480 -1.1625 2.6485  0.44
F8 12.4493 -6.4423 6.0017  -0.23
C45 12.3254 -6.9927 7.2322  0.57
C46 13.4423 -7.5421 7.8263  -0.58
C47 13.3110 -8.1032 9.0881  -0.30
C48 12.0793 -8.1093 9.7280  -0.60
C49 10.9729 -7.5492 9.1052  -0.39
C50 11.0898 -6.9811 7.8448  -0.30
H47 14.3903 -7.5291 7.3061  0.41
H48 14.1759 -8.5365 9.5721  0.35
H49 11.9825 -8.5493 10.7113  0.37
H50 10.0113 -7.5527 9.6006  0.35
H51 10.2417 -6.5321 7.3461  0.33

=====

Record 3
Formula: C24H27BrClN2O4SZr
Source: OMol25
Level of theory: ωB97M-V/def2-TZVPD

**ΔE to the lowest compared entry with this formula, charge and spin**: 2.195 eV
**E**: -4820.80313 Ha
**Max |F|**: 0.343 eV Å⁻¹
**Orbital gap**: 6.23 eV
**Total charge**: -1

Each line ends with the Mulliken charge.
Cartesian coordinates (Å):
Zr1 1.0334 0.1376 0.3138  1.40
Br1 5.3031 -2.7240 -2.2681  -0.26
C1 4.4260 -1.4845 -1.1134  0.42
C2 3.6975 -0.4839 -1.6207  -0.85
C3 2.9793 0.4487 -0.7520  -0.17
N1 3.0347 0.1108 0.7066  -0.61
C4 3.9410 -0.8307 1.1403  -0.69
C5 4.6355 -1.6404 0.3182  -0.24
H1 3.6296 -0.3396 -2.6929  0.39
H2 3.2123 1.5009 -0.9493  0.31
H3 4.0725 -0.8986 2.2167  0.37
H4 5.3313 -2.3714 0.7012  0.40
O1 0.0054 2.0613 -0.6567  -0.69
S1 -0.9580 2.2248 0.4421  1.30
O2 -2.2311 1.4659 -0.1171  -0.06
O3 -0.4539 1.3759 1.5564  -0.79
O4 -1.3263 3.5489 0.8143  -0.64
C6 1.0200 -2.4337 -2.9218  -1.26
C7 -0.4695 -2.5883 -2.6119  0.19
C8 -1.2361 -1.2670 -2.7089  -1.27
C9 -0.6912 -3.3307 -1.3048  0.69
C10 -1.3031 -4.5754 -1.3781  -0.75
C11 -1.5478 -5.3475 -0.2532  -1.34
C12 -1.1402 -4.8554 0.9762  -0.89
C13 -0.5073 -3.6243 1.1080  0.92
C14 -0.0577 -3.2287 2.5059  0.12
C15 -0.7726 -1.9939 3.0600  -1.28
C16 1.4619 -3.1067 2.6255  -1.24
C17 -0.2816 -2.8140 -0.0417  0.00
N2 0.2830 -1.5751 0.0757  0.08
H5 1.1667 -1.9146 -3.8738  0.46
H6 1.4977 -3.4132 -2.9914  0.37
H7 1.5318 -1.8723 -2.1431  -0.06
H8 -0.8886 -3.2365 -3.3902  0.58
H9 -0.9210 -0.5567 -1.9471  0.07
H10 -2.3093 -1.4310 -2.5800  0.20
H11 -1.0752 -0.8093 -3.6885  0.53
H12 -1.6071 -4.9417 -2.3539  0.34
H13 -2.0339 -6.3117 -0.3340  0.32
H14 -1.3040 -5.4498 1.8701  0.32
H15 -0.3532 -4.0632 3.1516  0.56
H16 -0.5660 -1.1059 2.4617  0.14
H17 -0.4465 -1.7943 4.0844  0.55
H18 -1.8543 -2.1472 3.0744  0.24
H19 1.8480 -2.3159 1.9851  -0.07
H20 1.9487 -4.0338 2.3181  0.36
H21 1.7480 -2.8928 3.6595  0.47
Cl1 -5.8810 -3.8463 -1.2584  -0.26
C18 -5.1333 -2.3945 -0.6456  0.30
C19 -3.8965 -2.4792 -0.0279  -0.90
C20 -3.3177 -1.3156 0.4512  0.71
C21 -3.9615 -0.0901 0.3224  0.06
C22 -3.2753 1.1383 0.8351  -0.92
C23 -5.1961 -0.0307 -0.3094  -0.65
C24 -5.7921 -1.1851 -0.7961  -0.68
H22 -3.3841 -3.4279 0.0658  0.53
H23 -2.3355 -1.3611 0.9058  0.19
H24 -2.8077 0.9391 1.7998  0.44
H25 -3.9466 1.9931 0.9204  0.44
H26 -5.6989 0.9223 -0.4248  0.37
H27 -6.7537 -1.1519 -1.2895  0.42

=====

> Which of these has the lowest orbital gap?

C50H50F9N2O5SeSn